1.
Entry from the OMol25 dataset: a structure of composition C10H18N2O5 (ωB97M-V with the def2-TZVPD basis set).

Cartesian coordinates (Å):
1 O 1.896 1.043 2.315
2 O 2.014 -0.876 -0.544
3 O -0.166 3.273 -0.632
4 O -3.305 0.370 -0.635
5 O 1.913 -1.257 2.226
6 C 1.984 -0.007 1.676
7 C 2.194 0.089 0.202
8 C -0.510 2.148 -0.954
9 C -2.590 -0.330 -1.353
10 N -3.684 -0.183 -2.104
11 N -1.021 1.311 -0.054
12 C 2.725 1.371 -0.442
13 C -0.311 1.695 -2.389
14 C -3.951 -0.950 -3.318
15 C -1.479 -0.081 -0.288
16 C 2.529 -2.745 3.999
17 C 2.083 -1.331 3.649
18 H -4.362 0.507 -1.809
19 H -1.185 1.705 0.859
20 H 3.794 1.471 -0.239
21 H 2.570 1.350 -1.524
22 H 2.212 2.246 -0.033
23 H 0.303 2.433 -2.903
24 H -1.280 1.635 -2.879
25 H 0.190 0.730 -2.412
26 H -4.931 -0.677 -3.715
27 H -3.947 -2.019 -3.097
28 H -3.193 -0.732 -4.072
29 H -0.617 -0.661 -0.612
30 H -1.778 -0.524 0.667
31 H 1.772 -3.470 3.687
32 H 2.677 -2.836 5.079
33 H 3.472 -2.981 3.497
34 H 1.139 -1.095 4.152
35 H 2.844 -0.623 3.999

Results
Net charge: 0
LUMO level (eV): -0.3
Orbital gap (eV): 7.049
Highest occupied orbital energy (eV): -7.36
Energy above the lowest of the compared OMol25 structures with the same formula, charge and spin (kcal/mol): 251.7



2.
Entry from the OMol25 dataset: the molecule C10H18N4O4S (ωB97M-V with the def2-TZVPD basis set).

Cartesian coordinates (Å):
1 C -2.294 -3.284 0.859
2 N -1.425 -2.332 0.108
3 C -1.579 -1.914 -1.093
4 O -2.408 -2.513 -1.695
5 C -0.668 -0.744 -1.666
6 C -1.418 0.352 -2.460
7 C -2.036 -0.042 -3.736
8 N -3.160 -0.727 -3.669
9 O -1.670 0.305 -4.782
10 N 0.346 -0.087 -0.827
11 C 0.144 0.648 0.242
12 O -0.901 0.936 0.737
13 C 1.382 0.826 1.043
14 C 1.420 -0.185 2.120
15 S 2.062 -1.842 1.457
16 N 1.692 2.175 1.598
17 C 2.899 2.601 1.831
18 C 3.044 4.038 2.442
19 O 3.876 1.828 1.765
20 H -1.830 -3.881 1.688
21 H -3.118 -2.754 1.301
22 H -2.810 -3.965 0.148
23 H -0.654 -1.993 0.703
24 H -0.116 -1.313 -2.444
25 H -0.776 1.185 -2.744
26 H -2.222 0.707 -1.764
27 H -3.558 -1.006 -4.540
28 H -3.427 -1.149 -2.810
29 H 1.314 -0.321 -1.099
30 H 2.180 0.578 0.357
31 H 2.041 0.049 2.874
32 H 0.344 -0.262 2.552
33 H 3.105 -1.610 2.110
34 H 0.913 2.775 1.764
35 H 2.563 4.597 1.679
36 H 4.087 4.202 2.527
37 H 2.656 4.119 3.426

Results
Net charge: 0
LUMO level (eV): 0.4
Orbital gap (eV): 9.964
Highest occupied orbital energy (eV): -9.54
SMILES: CNC(=O)[C@@H](CC(N)=O)NC(=O)[C@H](CS)NC(C)=O
Energy above the lowest of the compared OMol25 structures with the same formula, charge and spin (kcal/mol): 51.1



3.
Entry from the OMol25 dataset: the ion C10H18NO with charge +1 (ωB97M-V with the def2-TZVPD basis set).

Cartesian coordinates (Å):
1 C -2.415 -2.038 0.206
2 C -2.562 -0.526 0.399
3 C -1.254 -2.579 -0.047
4 C -1.960 0.496 -0.200
5 C 0.234 -0.548 -1.033
6 C -2.325 1.912 0.026
7 C 1.217 -1.251 1.164
8 C 0.779 1.229 0.731
9 C 2.649 -0.154 -0.402
10 C 1.199 -0.182 0.085
11 N -0.933 0.273 -1.284
12 O 0.809 -0.975 -2.136
13 H -3.224 -2.595 0.647
14 H -3.426 -0.247 0.967
15 H -1.046 -3.682 0.022
16 H -3.290 2.100 -0.201
17 H -1.620 2.536 -0.577
18 H -2.219 2.358 0.965
19 H 1.464 -2.151 0.671
20 H 0.119 -1.320 1.355
21 H 1.775 -0.912 2.124
22 H 0.047 1.117 1.469
23 H 1.746 1.735 0.971
24 H 0.339 1.814 -0.115
25 H 2.776 -1.220 -0.509
26 H 3.308 -0.015 0.439
27 H 2.817 0.578 -1.208
28 H -1.377 -0.289 -2.017
29 H -0.638 1.133 -1.651
30 H 1.668 -1.302 -2.068

Results
Net charge: +1
LUMO level (alpha / beta) (eV): -3.5 / -4.0
Orbital gap (alpha / beta) (eV): 9.262 / 8.058
Highest occupied orbital energy (alpha / beta) (eV): -12.78 / -12.03
Energy above the lowest of the compared OMol25 structures with the same formula, charge and spin (kcal/mol): 147.6



E (computed, eV): -23870.875; -35647.326; -14186.631